ORCA calculation (ωB97M-V/def2-TZVPD) on the molecule C20H15N3O4S at a distorted geometry.

ORCA input file:
```
! RIJCOSX wB97M-V def2-TZVPD def2/J DEFGRID3
* xyz 0 1
H 2.12959 -0.63908 1.79267
C 2.78404 1.08023 0.71858
H 4.23578 1.23425 -1.75704
N 0.33565 -1.52341 -1.53429
H -2.11431 -0.73415 -1.57116
H 6.02381 0.95983 0.71984
O 0.74633 -3.61782 0.35317
H 6.00307 1.34271 -1.74131
O 4.06534 0.69687 0.93541
C 5.13883 0.90483 -1.24926
C 5.11799 1.31398 0.21985
H -0.28252 -0.11334 1.53310
H -1.38588 -4.30795 1.72370
C -2.78956 -2.91931 0.91403
S -3.67056 2.82649 -0.37123
O 0.00207 -0.75028 -2.41127
H 0.74887 3.40185 -0.65514
N -2.18913 0.84901 0.30310
C -5.79790 0.66850 -0.06573
C -1.35574 1.90917 0.21146
H 0.75492 -4.31119 1.02617
C 2.38214 2.22647 0.03606
C -1.99147 3.07678 -0.13981
O 1.47807 -1.85632 -1.32300
C -1.97145 -1.48241 -0.80837
H -1.57290 4.05350 -0.26954
C 1.80585 0.24551 1.26804
C 0.47201 0.53875 1.11935
H 3.10575 2.89714 -0.39993
C -0.71067 -2.04942 -0.69609
C -4.30475 -1.19162 0.00436
H 5.07342 2.40557 0.32439
C -3.41174 1.12732 0.01157
C -0.46940 -3.07214 0.23974
C -1.54524 -3.50529 1.01630
C -3.01666 -1.86985 0.02165
C 0.06514 1.68126 0.42525
C -4.47957 0.15152 -0.03057
H 5.19387 -0.17789 -1.32671
C 1.03931 2.52071 -0.10313
H -5.18640 -1.81674 0.07469
H -3.59060 -3.25848 1.55384
N -6.86541 1.08447 -0.09279
*
```

Values from the calculation:
SMILES = CCOc1ccc(-c2csc(/C(C#N)=C\c3ccc(O)c([N+](=O)[O-])c3)n2)cc1
LUMO energy = -0.75 eV
ΔE to the lowest compared entry with this formula, charge and spin = 20.9 kcal per mole
E_tot = -1634.433688 Ha